# C19H63FN2O24S

21 unconnected molecules or ions with the total composition C19H63FN2O24S at a distorted geometry (ωB97M-V/def2-TZVPD, the Open Molecules 2025 dataset).

CARTESIAN COORDINATES (ANGSTROEM)
O  1.748  4.604  0.371
F  -0.755  4.899  -0.867
N  2.401  2.643  0.982
N  0.762  0.892  1.236
O  5.368  -3.867  -0.505
O  -3.673  1.170  0.165
O  -7.444  0.020  0.755
S  4.023  -0.257  0.085
C  1.390  3.480  0.648
C  2.093  1.422  1.245
C  -0.192  1.720  0.959
C  -1.454  1.100  0.793
C  -2.151  3.142  -0.340
C  -2.449  1.830  0.185
C  -0.986  3.803  -0.129
C  3.183  0.454  1.564
C  -0.104  3.114  0.935
C  5.853  -2.710  -1.224
C  4.336  -3.530  0.403
C  -7.890  0.480  -0.503
C  6.441  -1.691  -0.244
C  4.754  -2.623  1.479
C  5.396  -1.349  0.828
C  -4.767  1.482  -0.699
C  -6.208  0.717  1.160
C  -7.198  1.825  -0.715
C  -5.985  1.779  0.156
H  -1.631  0.032  1.084
H  -2.822  3.593  -0.955
H  4.011  1.028  2.015
H  2.807  -0.402  2.228
H  -0.370  3.498  1.873
H  5.206  -2.077  -1.875
H  6.733  -3.051  -1.752
H  3.846  -4.403  0.830
H  3.554  -3.093  -0.132
H  -8.967  0.587  -0.456
H  -7.588  -0.250  -1.296
H  7.440  -2.051  0.157
H  6.686  -0.801  -0.743
H  3.874  -2.254  1.937
H  5.428  -3.088  2.190
H  5.841  -0.733  1.604
H  -4.633  2.341  -1.368
H  -4.976  0.593  -1.287
H  -5.423  -0.027  1.238
H  -6.331  1.301  2.090
H  -6.919  1.862  -1.774
H  -7.819  2.708  -0.460
H  -5.835  2.827  0.524
O  -4.152  0.865  3.502
H  -3.591  1.680  3.290
H  -4.999  1.177  3.960
O  -8.057  -3.099  -1.229
H  -8.005  -3.869  -1.883
H  -8.062  -2.236  -1.758
O  -1.483  -1.624  -1.082
H  -0.533  -1.761  -0.762
H  -1.464  -0.976  -1.859
O  1.072  5.724  3.150
H  0.742  6.117  2.278
H  2.067  5.895  3.216
O  -2.837  3.226  2.987
H  -2.945  3.237  3.993
H  -2.759  4.183  2.668
O  9.973  -2.171  -0.269
H  9.957  -3.180  -0.342
H  10.393  -1.800  -1.111
O  -6.289  2.001  -4.645
H  -5.731  1.235  -4.290
H  -7.138  1.617  -5.039
O  4.384  4.468  1.843
H  3.926  5.227  2.331
H  3.681  3.785  1.592
O  -5.117  -0.227  -3.599
H  -5.589  -0.674  -4.374
H  -4.716  -0.949  -3.015
O  6.824  -5.445  -2.321
H  6.120  -5.980  -2.814
H  6.352  -4.762  -1.742
O  -6.374  4.500  2.803
H  -5.900  3.650  2.527
H  -5.729  5.058  3.348
O  1.665  -5.511  1.305
H  2.243  -6.233  0.895
H  2.085  -5.232  2.183
O  1.674  -4.032  -1.839
H  0.906  -4.368  -2.405
H  1.297  -3.697  -0.962
O  4.931  -2.640  -4.303
H  5.906  -2.592  -4.036
H  4.885  -2.761  -5.306
O  0.752  -1.733  0.304
H  0.796  -0.736  0.137
H  1.198  -1.924  1.192
O  -4.148  -2.116  -1.608
H  -3.256  -1.905  -1.179
H  -4.334  -3.102  -1.479
O  7.580  -1.876  -3.973
H  8.515  -2.261  -3.934
H  7.580  -0.997  -3.472
O  2.755  6.471  -1.331
H  3.134  7.213  -0.756
H  2.207  5.862  -0.738
O  1.479  -2.380  3.289
H  0.534  -2.082  3.495
H  2.090  -2.010  4.006
O  -1.813  -2.693  1.595
H  -1.709  -2.116  0.770
H  -1.576  -2.132  2.403

Calculated values
gap between HOMO and LUMO	7.02	eV
E	-86391.94926	eV
HOMO level	-0.325	Eh

# C19H72InN36O21

A molecular structure, C19H72InN36O21 at a distorted geometry (ωB97M-V/def2-TZVPD, the Open Molecules 2025 dataset).

CARTESIAN COORDINATES (ANGSTROEM)
In  2.676  0.718  2.397
C  0.071  -0.367  0.193
O  -0.871  -0.722  -0.575
O  1.275  -0.651  0.065
O  -0.084  0.264  1.203
C  5.657  -0.990  -0.136
O  4.728  -0.313  0.271
N  6.511  -0.753  -1.119
N  5.876  -2.191  0.372
H  7.035  -1.562  -1.417
H  6.232  -0.123  -1.857
H  6.798  -2.546  0.167
H  5.198  -2.345  1.105
C  5.801  -5.404  -0.898
O  6.635  -4.990  -0.164
N  5.771  -6.689  -1.227
N  4.819  -4.719  -1.410
H  5.165  -6.887  -2.010
H  6.341  -7.309  -0.669
H  4.642  -3.838  -0.949
H  4.208  -5.110  -2.113
C  0.208  -2.273  3.995
O  0.926  -1.228  4.020
N  -0.532  -2.718  4.950
N  0.115  -3.001  2.879
H  -1.048  -3.586  4.903
H  -0.414  -2.225  5.823
H  0.834  -2.663  2.256
H  -0.432  -3.818  2.648
C  -5.760  -3.298  -0.577
O  -5.749  -2.523  -1.513
N  -6.759  -4.064  -0.296
N  -4.775  -3.387  0.304
H  -7.716  -3.832  -0.519
H  -6.611  -4.552  0.576
H  -5.212  -3.731  1.147
H  -4.264  -2.517  0.261
C  2.403  -1.423  -3.489
O  2.808  -1.361  -4.637
N  2.968  -0.916  -2.426
N  1.508  -2.369  -3.196
H  3.772  -0.305  -2.427
H  2.433  -0.861  -1.570
H  1.126  -2.552  -2.279
H  1.564  -3.081  -3.910
C  3.322  -3.427  1.993
O  3.520  -2.265  2.407
N  3.755  -4.549  2.400
N  2.483  -3.442  0.945
H  4.267  -4.497  3.269
H  3.688  -5.430  1.910
H  2.059  -4.332  0.723
H  2.130  -2.618  0.479
C  -3.524  -0.910  2.147
O  -4.600  -0.763  2.763
N  -2.981  0.079  1.486
N  -2.648  -1.866  2.237
H  -3.612  0.854  1.345
H  -2.254  -0.121  0.813
H  -1.760  -1.757  1.768
H  -2.841  -2.742  2.701
C  0.450  3.732  1.372
O  1.393  3.404  2.036
N  -0.408  2.972  0.794
N  0.030  4.909  1.241
H  -0.996  3.466  0.138
H  -0.346  1.971  0.914
H  0.639  5.653  1.549
H  -0.778  5.149  0.684
C  -0.773  1.681  4.490
O  0.390  1.721  4.081
N  -1.842  1.267  3.873
N  -1.095  1.978  5.651
H  -1.820  0.724  3.022
H  -2.705  1.219  4.396
H  -0.346  2.336  6.226
H  -2.053  2.035  5.966
C  -3.764  0.535  -1.922
O  -4.602  1.020  -2.642
N  -2.744  1.250  -1.559
N  -3.590  -0.732  -1.737
H  -1.949  0.789  -1.139
H  -2.677  2.223  -1.822
H  -4.450  -1.249  -1.848
H  -2.747  -1.055  -1.284
C  -1.225  -4.150  -0.959
O  -1.245  -5.389  -0.950
N  -1.422  -3.537  -1.985
N  -0.561  -3.390  -0.042
H  -1.346  -2.530  -1.973
H  -1.536  -4.091  -2.821
H  0.061  -3.777  0.654
H  -0.588  -2.408  -0.275
C  0.904  5.108  5.870
O  0.364  4.496  6.683
N  0.967  4.771  4.645
N  1.640  6.103  6.233
H  0.572  3.863  4.447
H  1.430  5.280  3.905
H  1.773  6.748  5.468
H  1.554  6.424  7.187
C  -5.752  -1.085  -5.171
O  -6.928  -1.144  -5.224
N  -4.985  -1.847  -4.389
N  -5.113  -0.262  -5.923
H  -5.609  -2.320  -3.752
H  -3.978  -1.816  -4.321
H  -5.655  0.388  -6.475
H  -4.212  0.001  -5.551
C  -4.480  3.051  2.076
O  -4.566  2.315  3.047
N  -3.465  3.167  1.265
N  -5.534  3.739  1.704
H  -2.564  2.798  1.534
H  -3.541  3.991  0.686
H  -5.422  4.492  1.041
H  -6.287  3.633  2.369
C  2.097  2.262  -1.415
O  2.552  2.038  -0.269
N  2.576  3.218  -2.190
N  1.044  1.802  -2.003
H  2.334  3.434  -3.146
H  3.207  3.780  -1.636
H  0.833  2.194  -2.909
H  0.465  1.052  -1.651
C  -1.172  -0.843  -4.787
O  -2.325  -0.860  -5.245
N  -0.786  -0.696  -3.598
N  -0.152  -1.286  -5.493
H  -1.532  -0.529  -2.937
H  0.112  -1.017  -3.266
H  -0.419  -1.851  -6.285
H  0.697  -1.646  -5.081
C  5.761  3.062  0.626
O  5.048  2.443  1.428
N  6.675  3.984  0.881
N  5.601  2.983  -0.654
H  7.003  3.983  1.837
H  7.340  3.989  0.121
H  4.913  2.370  -1.068
H  6.285  3.460  -1.223
C  -1.629  4.855  -1.870
O  -1.981  4.368  -0.878
N  -2.377  5.234  -2.793
N  -0.363  4.956  -2.265
H  -3.349  4.982  -2.682
H  -2.008  5.473  -3.702
H  -0.100  5.340  -3.162
H  0.302  4.440  -1.707

Calculated values
gap between HOMO and LUMO	1.46	eV
E	-122685.02958	eV
HOMO level	-0.353	Eh
charge	+1

# C19H72N36O21

19 unconnected molecules or ions with the total composition C19H72N36O21 at a distorted geometry (ωB97M-V/def2-TZVPD, the Open Molecules 2025 dataset).

CARTESIAN COORDINATES (ANGSTROEM)
C  0.286  0.272  -0.728
O  -0.322  0.675  0.251
O  -0.201  0.368  -1.885
O  1.270  -0.378  -0.554
C  -0.996  1.546  -7.091
O  -0.625  2.693  -7.229
N  -1.177  0.708  -8.053
N  -1.062  0.912  -5.908
H  -1.808  -0.067  -7.908
H  -0.849  0.863  -8.996
H  -0.886  1.421  -5.054
H  -1.266  -0.069  -5.781
C  2.419  -0.781  -4.138
O  3.100  -1.170  -5.035
N  1.299  -0.115  -4.281
N  2.832  -1.121  -2.921
H  0.804  0.106  -3.429
H  0.783  -0.121  -5.149
H  3.746  -1.547  -2.975
H  2.206  -0.845  -2.179
C  -1.851  1.902  3.034
O  -2.451  2.056  4.127
N  -2.417  2.140  1.869
N  -0.583  1.628  2.866
H  -3.379  2.061  1.574
H  -1.741  1.881  1.165
H  -0.281  1.354  1.943
H  0.058  1.624  3.647
C  2.007  -6.270  -0.695
O  2.046  -5.127  -0.325
N  2.762  -7.262  -0.434
N  1.214  -6.634  -1.525
H  3.612  -7.178  0.105
H  2.430  -8.182  -0.684
H  0.728  -5.851  -1.939
H  1.457  -7.344  -2.201
C  0.043  -3.490  -2.571
O  -0.088  -4.572  -3.012
N  0.962  -3.188  -1.716
N  -0.696  -2.467  -2.947
H  1.319  -4.036  -1.302
H  1.106  -2.272  -1.315
H  -1.376  -2.589  -3.684
H  -0.278  -1.660  -2.507
C  -3.468  1.187  -2.281
O  -4.627  1.288  -2.462
N  -2.624  1.851  -1.507
N  -2.712  0.319  -2.866
H  -1.786  1.415  -1.150
H  -2.973  2.747  -1.197
H  -3.110  -0.391  -3.464
H  -1.747  0.253  -2.576
C  -2.034  -5.795  0.710
O  -1.843  -6.901  0.336
N  -3.084  -5.309  1.168
N  -1.181  -4.874  0.544
H  -3.889  -5.873  1.399
H  -3.228  -4.312  1.241
H  -1.551  -3.934  0.558
H  -0.343  -5.069  0.014
C  4.978  1.555  4.463
O  5.579  2.467  3.965
N  5.332  0.933  5.565
N  3.856  1.099  4.091
H  5.101  -0.041  5.703
H  6.192  1.282  5.964
H  3.300  1.400  3.304
H  3.548  0.293  4.618
C  -0.185  6.023  -5.363
O  -0.105  7.056  -4.799
N  -0.083  4.939  -4.705
N  -0.346  5.804  -6.645
H  0.098  5.011  -3.714
H  -0.384  4.052  -5.084
H  -0.545  6.611  -7.218
H  -0.224  4.872  -7.015
C  -3.985  4.239  0.469
O  -3.275  4.448  -0.493
N  -4.071  4.830  1.648
N  -5.082  3.572  0.532
H  -3.476  5.643  1.727
H  -4.601  4.446  2.418
H  -5.802  3.856  1.180
H  -5.329  3.097  -0.325
C  -3.002  -2.232  4.899
O  -2.138  -2.631  5.646
N  -2.705  -1.648  3.771
N  -4.349  -2.334  4.991
H  -1.724  -1.600  3.535
H  -3.314  -1.679  2.966
H  -4.724  -2.727  5.842
H  -4.870  -1.804  4.307
C  1.580  3.425  -2.548
O  1.968  4.576  -2.503
N  2.155  2.422  -3.056
N  0.284  3.132  -2.382
H  3.102  2.563  -3.377
H  1.637  1.556  -3.076
H  -0.111  2.213  -2.240
H  -0.377  3.884  -2.251
C  0.372  0.606  6.834
O  0.701  1.271  7.865
N  -0.274  -0.542  6.828
N  0.656  1.030  5.639
H  -0.534  -0.888  7.740
H  -0.498  -1.057  5.988
H  0.457  0.406  4.870
H  0.850  2.020  5.676
C  4.450  -3.514  1.413
O  5.145  -3.050  2.289
N  3.975  -2.886  0.432
N  4.295  -4.780  1.160
H  4.015  -1.877  0.443
H  3.512  -3.453  -0.264
H  4.830  -5.361  1.791
H  3.743  -5.066  0.365
C  4.011  1.416  0.631
O  5.018  1.802  1.013
N  3.804  0.736  -0.413
N  2.956  1.731  1.339
H  2.874  0.342  -0.422
H  4.546  0.686  -1.096
H  2.959  2.527  1.961
H  2.122  1.262  1.016
C  0.912  -2.201  3.004
O  0.637  -1.395  3.805
N  0.864  -2.166  1.690
N  0.932  -3.379  3.448
H  0.397  -1.372  1.275
H  1.778  -2.361  1.305
H  0.999  -3.349  4.456
H  1.154  -4.195  2.897
C  -3.238  -1.636  0.444
O  -3.968  -2.393  0.984
N  -2.750  -0.596  1.055
N  -2.617  -1.839  -0.624
H  -1.954  -0.142  0.631
H  -3.071  -0.272  1.956
H  -1.914  -1.247  -1.041
H  -3.094  -2.577  -1.122
C  -0.486  6.058  0.803
O  0.401  6.682  1.448
N  -1.551  6.660  0.498
N  -0.418  4.796  0.528
H  -1.696  7.616  0.791
H  -2.326  6.173  0.070
H  0.478  4.330  0.539
H  -1.315  4.366  0.351

Calculated values
gap between HOMO and LUMO	8.12	eV
E	-117524.24060	eV
HOMO level	-0.183	Eh
charge	-2

# C2

A gas-phase ion, C2 (charge -1) at a distorted geometry (ωB97M-V/def2-TZVPD, the Open Molecules 2025 dataset).

CARTESIAN COORDINATES (ANGSTROEM)
C  0.000  0.000  0.884
C  0.000  0.000  -0.884

Calculated values
gap between HOMO and LUMO (alpha / beta)	8.58 / 6.65	eV
E	-2065.54998	eV
HOMO level (alpha / beta)	-0.084 / -0.070	Eh
charge	-1
2S+1	2

# C2

A single C2 molecule at a distorted geometry (ωB97M-V/def2-TZVPD, the Open Molecules 2025 dataset).

CARTESIAN COORDINATES (ANGSTROEM)
C  0.000  0.000  0.913
C  0.000  0.000  -0.913

Calculated values
gap between HOMO and LUMO	6.54	eV
E	-2062.16163	eV
HOMO level	-0.355	Eh

# C2

2 unconnected molecules or ions with the total composition C2 at a distorted geometry (ωB97M-V/def2-TZVPD, the Open Molecules 2025 dataset).

CARTESIAN COORDINATES (ANGSTROEM)
C  0.000  0.000  1.088
C  0.000  0.000  -1.088

Calculated values
gap between HOMO and LUMO	6.28	eV
E	-2059.87105	eV
HOMO level	-0.323	Eh

# C2

A molecular structure, C2 at a distorted geometry (ωB97M-V/def2-TZVPD, the Open Molecules 2025 dataset).

CARTESIAN COORDINATES (ANGSTROEM)
C  0.157  0.920  0.199
C  -0.157  -0.920  -0.199

Calculated values
gap between HOMO and LUMO (alpha / beta)	7.31 / 7.60	eV
E	-2051.64239	eV
HOMO level (alpha / beta)	-0.689 / -0.685	Eh
charge	+1
2S+1	2

# C20H10N5RuS6Se

A molecular structure, C20H10N5RuS6Se (ωB97M-V/def2-TZVPD, the Open Molecules 2025 dataset).

CARTESIAN COORDINATES (ANGSTROEM)
Ru  -0.613  -0.468  -0.485
S  4.520  4.474  -3.008
N  4.685  2.922  -2.602
C  3.489  2.495  -2.236
C  3.173  1.151  -1.788
C  4.112  0.130  -1.674
C  3.694  -1.105  -1.228
C  2.355  -1.295  -0.908
N  1.448  -0.329  -1.016
C  1.846  0.885  -1.448
C  0.816  1.913  -1.527
N  -0.428  1.545  -1.158
C  -1.397  2.454  -1.195
C  -1.181  3.764  -1.605
C  0.085  4.152  -1.988
C  1.110  3.210  -1.949
C  2.485  3.497  -2.315
N  2.942  4.663  -2.738
H  5.145  0.324  -1.932
H  4.386  -1.927  -1.120
H  1.994  -2.252  -0.555
H  -2.378  2.119  -0.885
H  -2.008  4.458  -1.615
H  0.300  5.162  -2.310
S  -5.732  -5.591  -0.128
C  -4.579  -4.438  -0.214
S  -2.875  -4.783  -0.195
C  -2.317  -3.145  -0.403
C  -3.272  -2.200  -0.527
S  -2.860  -0.517  -0.641
S  -4.924  -2.752  -0.454
S  -0.633  -2.728  -0.369
Se  -0.069  0.299  1.643
C  -0.823  -0.833  2.982
C  -0.385  -0.630  4.288
C  -0.915  -1.417  5.296
N  -1.825  -2.367  5.096
C  -2.236  -2.547  3.844
C  -1.774  -1.814  2.760
H  0.358  0.124  4.517
H  -0.585  -1.278  6.321
H  -2.980  -3.322  3.692
H  -2.153  -2.005  1.773

Calculated values
gap between HOMO and LUMO (alpha / beta)	5.75 / 5.72	eV
E	-161295.25502	eV
HOMO level (alpha / beta)	-0.266 / -0.265	Eh
2S+1	2